{"formula": "C3H5N3", "method": "ωB97M-V with the def2-TZVPD basis set", "orbital_gap_ev": [7.43, 7.42], "charge": 0, "energy_ev": -7657.6345, "relative_energy_kj_mol": 465.16, "e_homo_ev": [-8.5, -8.5], "symbols": ["N", "C", "C", "N", "C", "N", "H", "H", "H", "H", "H"], "xyz": [[-0.519162, -1.729494, -1.365969], [-0.407115, -0.799652, -0.478935], [0.899319, 0.046414, -0.339817], [0.674874, 1.218123, 0.455380], [-0.380021, 1.339432, 1.050583], [-1.391453, -0.545217, 0.394345], [0.348313, -1.844924, -1.886134], [1.686590, -0.539815, 0.146039], [1.251200, 0.339628, -1.332132], [-0.773922, 2.105043, 1.718008], [-1.257721, 0.299303, 1.114874]], "forces_ev_per_angstrom": [[0.2, 0.0, 0.1], [-0.2, 0.1, 0.3], [0.1, -0.1, -0.2], [-0.7, 0.0, 0.3], [0.9, 0.1, -0.4], [0.1, 0.6, 0.0], [0.0, 0.2, 0.0], [-0.1, 0.0, -0.1], [-0.1, -0.1, 0.1], [-0.1, -0.2, -0.1], [-0.1, -0.6, 0.0]]}

=====

{"formula": "C3H5N3", "method": "ωB97M-V with the def2-TZVPD basis set", "orbital_gap_ev": [9.40, 9.40], "charge": 0, "energy_ev": -7658.6992, "relative_energy_kj_mol": 362.43, "e_homo_ev": [-8.9, -8.9], "symbols": ["C", "N", "C", "N", "N", "C", "H", "H", "H", "H", "H"], "xyz": [[0.144641, 0.410827, -1.589637], [0.102378, 0.028802, -0.180526], [-0.919739, -0.580000, 0.302206], [-1.035497, -0.861667, 1.641557], [0.026225, -0.369381, 2.218631], [0.937703, 0.328894, 1.818234], [0.321248, 1.488949, -1.672361], [-0.779311, 0.176088, -2.148883], [0.977109, -0.097942, -2.090767], [-1.789558, -0.902343, -0.276726], [2.014802, 0.377773, 1.978271]], "forces_ev_per_angstrom": [[0.1, 0.1, 0.0], [0.0, -0.1, 0.4], [0.1, 0.0, 0.0], [0.0, 0.1, -0.1], [0.5, 0.4, 0.0], [-0.5, -0.8, -0.5], [0.0, -0.2, 0.0], [0.2, 0.0, 0.4], [-0.1, 0.1, 0.1], [0.3, 0.1, 0.0], [-0.5, 0.1, -0.4]]}

=====

{"formula": "C3H5N3", "method": "ωB97M-V with the def2-TZVPD basis set", "orbital_gap_ev": 10.82, "charge": 0, "energy_ev": -7660.2523, "relative_energy_kj_mol": 212.58, "e_homo_ev": -9.8, "symbols": ["C", "C", "C", "N", "N", "N", "H", "H", "H", "H", "H"], "xyz": [[-1.684721, -0.425651, 0.009757], [-0.157001, -0.374604, -0.062947], [0.488735, 1.055785, -0.041801], [1.761615, 0.916926, -0.096420], [2.096208, -0.361111, -0.240543], [0.793228, -1.256498, -0.110522], [-1.969687, 0.180393, 0.880473], [-2.078889, 0.098624, -0.870608], [-2.214027, -1.383740, 0.087586], [0.131829, 2.104197, -0.008343], [2.832713, -0.554326, 0.453366]], "forces_ev_per_angstrom": [[0.4, 0.0, -0.1], [1.2, 2.3, 0.1], [-0.4, -1.2, -0.2], [-0.1, 0.4, 0.0], [-2.3, -1.6, 0.8], [1.3, 2.2, 0.1], [0.0, -0.2, -0.2], [0.1, -0.1, 0.2], [0.7, 0.0, -0.1], [-0.4, -1.1, 0.0], [-0.5, -0.7, -0.6]]}

=====

{"formula": "C3H5N3", "method": "ωB97M-V with the def2-TZVPD basis set", "orbital_gap_ev": [8.11, 7.13], "charge": 0, "energy_ev": -7657.7914, "relative_energy_kj_mol": 450.02, "e_homo_ev": [-9.3, -9.0], "symbols": ["C", "N", "C", "N", "C", "N", "H", "H", "H", "H", "H"], "xyz": [[1.592653, 0.993625, 0.187014], [0.210353, 0.511863, 0.124201], [-0.303808, -0.193190, -0.835216], [-1.351858, -0.968625, -0.870706], [-1.930256, -1.116760, 0.585166], [-1.403211, -0.507373, 1.522952], [1.636891, 2.084727, 0.295866], [2.074785, 0.555521, 1.066940], [2.202225, 0.718743, -0.689662], [0.057267, -0.280802, -1.874325], [-2.785041, -1.797730, 0.487772]], "forces_ev_per_angstrom": [[-0.1, -0.2, 0.1], [-0.2, 0.0, 0.2], [-0.6, -0.9, -0.8], [-0.9, -0.2, 2.6], [1.5, 0.6, -2.3], [0.1, -0.3, -0.9], [-0.3, -0.3, 0.0], [-0.1, 0.0, -0.1], [-0.4, -0.1, 0.2], [0.8, 0.7, 0.3], [0.2, 0.4, 0.7]]}

=====

{"formula": "C3H5N3", "method": "ωB97M-V with the def2-TZVPD basis set", "orbital_gap_ev": 9.86, "charge": 0, "energy_ev": -7658.8245, "relative_energy_kj_mol": 350.34, "e_homo_ev": -9.0, "symbols": ["N", "C", "N", "N", "C", "C", "H", "H", "H", "H", "H"], "xyz": [[-1.259645, 2.313842, -1.458669], [-0.962171, 1.214780, -1.368105], [-0.734825, -0.078160, -1.140136], [0.370751, -0.504437, -0.362888], [0.855509, 0.273315, 0.753253], [0.208954, -1.026407, 0.996407], [-0.912068, -0.693851, -1.911759], [0.394834, 1.214796, 1.238872], [1.914647, 0.182482, 0.897472], [0.972238, -1.839396, 1.039355], [-0.848225, -1.056964, 1.316197]], "forces_ev_per_angstrom": [[-0.2, 1.5, -0.3], [0.1, -1.3, 0.6], [-0.6, 0.0, 0.7], [1.2, 0.4, -0.9], [-0.7, 1.5, 1.7], [-0.5, -0.9, -0.9], [0.2, -0.1, -0.1], [0.4, -1.6, -1.5], [0.5, 0.7, -0.4], [-1.5, 0.1, 0.8], [1.0, -0.3, 0.3]]}

=====

{"formula": "C3H5N3", "method": "ωB97M-V with the def2-TZVPD basis set", "orbital_gap_ev": 8.34, "charge": 0, "energy_ev": -7659.9757, "relative_energy_kj_mol": 239.27, "e_homo_ev": -8.4, "symbols": ["N", "C", "C", "C", "N", "N", "H", "H", "H", "H", "H"], "xyz": [[-1.684619, 0.319854, 0.034778], [-0.248971, 0.053607, 0.000785], [0.637943, -0.999164, -0.134640], [1.846090, -0.288284, -0.028583], [1.655499, 1.027291, 0.148766], [0.346414, 1.234534, 0.166496], [-2.199966, -0.090046, 0.817285], [-2.200359, 0.132454, -0.828446], [0.471928, -2.057186, -0.278885], [2.853666, -0.678580, -0.072632], [-1.512346, 1.340824, 0.174577]], "forces_ev_per_angstrom": [[-0.3, -0.3, 0.0], [0.1, 0.3, 0.0], [-0.1, 0.1, 0.0], [0.3, -0.1, 0.0], [0.3, -0.2, 0.0], [0.0, 0.0, 0.0], [0.2, 0.1, -0.1], [0.2, 0.1, 0.1], [0.0, 0.2, 0.0], [-0.1, -0.1, 0.0], [-0.7, 0.1, 0.0]]}

=====

{"formula": "C3H5N3", "method": "ωB97M-V with the def2-TZVPD basis set", "orbital_gap_ev": 10.26, "charge": 0, "energy_ev": -7659.5961, "relative_energy_kj_mol": 275.90, "e_homo_ev": -10.0, "symbols": ["N", "C", "C", "N", "N", "C", "H", "H", "H", "H", "H"], "xyz": [[0.102258, 1.142900, 1.281915], [0.193807, -0.092181, 0.428464], [0.844933, -0.127002, -0.970164], [0.208602, -0.669284, -1.890929], [-1.145731, -1.093499, -1.308137], [-1.187893, -0.715520, -0.066974], [-0.696888, 1.845688, 0.911686], [1.074430, 1.528521, 1.222879], [0.655381, -0.847972, 1.044206], [1.886267, -0.023588, -1.254906], [-1.935165, -0.948063, 0.601959]], "forces_ev_per_angstrom": [[-0.9, 0.8, -2.0], [-2.2, 0.4, -1.2], [1.4, 0.1, 1.5], [-2.9, -1.2, 0.0], [0.5, 1.2, 1.4], [4.1, 0.4, -2.5], [3.0, -2.0, 0.8], [-1.6, 0.3, 0.2], [0.4, -0.4, 0.2], [0.2, 0.9, 0.6], [-1.9, -0.4, 1.1]]}

=====

{"formula": "C3H5N3", "method": "ωB97M-V with the def2-TZVPD basis set", "orbital_gap_ev": 9.63, "charge": 0, "energy_ev": -7659.5763, "relative_energy_kj_mol": 277.80, "e_homo_ev": -9.4, "symbols": ["C", "N", "C", "N", "C", "N", "H", "H", "H", "H", "H"], "xyz": [[-1.178706, 0.731184, 0.942629], [-0.505535, -0.403081, 0.352295], [0.541807, -0.396929, -0.441162], [0.486026, -1.504282, -1.162627], [1.577383, 0.611247, -0.528864], [2.431722, 1.386747, -0.611736], [-0.485904, 1.559472, 1.134749], [-1.980493, 1.094870, 0.287824], [-1.627061, 0.426951, 1.892313], [-0.588034, -1.564858, -0.346209], [1.328796, -1.941320, -1.519213]], "forces_ev_per_angstrom": [[0.0, 0.1, 0.1], [0.1, 0.1, -0.1], [-0.2, -0.1, 0.1], [0.2, 0.0, 0.0], [0.8, 0.7, -0.1], [-0.9, -0.7, 0.1], [-0.1, -0.1, 0.0], [0.1, 0.0, 0.1], [0.1, 0.1, -0.1], [0.0, 0.0, 0.0], [-0.1, 0.1, 0.0]]}

=====

{"formula": "C3H5N3", "method": "ωB97M-V with the def2-TZVPD basis set", "orbital_gap_ev": 10.04, "charge": 0, "energy_ev": -7658.8825, "relative_energy_kj_mol": 344.75, "e_homo_ev": -9.1, "symbols": ["H", "N", "N", "N", "C", "C", "C", "H", "H", "H", "H"], "xyz": [[-2.312660, -0.004283, -3.113142], [-1.583954, 0.436366, -2.539512], [-2.022250, 0.473266, -1.385863], [-1.114951, 1.119349, -0.538498], [-0.094208, 0.521949, -0.192815], [0.991735, -0.039253, 0.264695], [1.052512, -0.540985, 1.683722], [1.884163, -0.009002, -0.354819], [1.448499, 0.252352, 2.323896], [1.697418, -1.411278, 1.814222], [0.053697, -0.798481, 2.038115]], "forces_ev_per_angstrom": [[0.0, 0.0, 0.1], [-0.2, 0.0, 0.3], [0.1, -0.2, -0.6], [0.6, 0.0, 0.1], [-0.2, 0.1, -0.2], [-0.1, 0.2, 0.1], [0.0, -0.1, 0.2], [-0.1, 0.1, 0.1], [0.0, -0.1, 0.0], [-0.1, 0.0, -0.2], [0.1, 0.0, 0.0]]}

=====

{"formula": "C3H5N3", "method": "ωB97M-V with the def2-TZVPD basis set", "orbital_gap_ev": [9.53, 7.47], "charge": 0, "energy_ev": -7656.6792, "relative_energy_kj_mol": 557.33, "e_homo_ev": [-9.3, -7.3], "symbols": ["C", "C", "C", "N", "N", "N", "H", "H", "H", "H", "H"], "xyz": [[-0.005188, -1.105043, -0.010521], [0.848443, -0.036631, -0.014796], [-1.693725, 0.442212, -0.011023], [-1.304790, -0.927475, 0.000323], [-0.750731, 1.431593, 0.004015], [2.116588, 0.315392, -0.026185], [0.328398, -2.135321, -0.029989], [-2.347415, 0.521526, -0.899576], [-2.384227, 0.543453, 0.845140], [2.858938, -0.347800, 0.152787], [2.333712, 1.298091, -0.010180]], "forces_ev_per_angstrom": [[-0.2, -0.2, 0.0], [-3.6, 3.0, 0.0], [-0.7, -0.8, 0.0], [-0.1, -1.1, 0.0], [3.7, -1.4, 0.0], [0.8, 0.1, 0.0], [0.2, -0.1, 0.0], [0.0, 0.3, 0.0], [0.0, 0.2, 0.0], [-0.1, 0.1, 0.0], [0.1, -0.1, 0.0]]}

=====

{"formula": "C3H5N3", "method": "ωB97M-V with the def2-TZVPD basis set", "orbital_gap_ev": 8.22, "charge": 0, "energy_ev": -7659.0089, "relative_energy_kj_mol": 332.55, "e_homo_ev": -8.1, "symbols": ["N", "C", "C", "N", "N", "C", "H", "H", "H", "H", "H"], "xyz": [[1.544826, 0.677313, -0.017047], [0.219659, 0.052990, 0.084267], [-0.516163, 0.304045, -1.066831], [-1.653433, -0.349438, -0.740078], [-1.699742, -0.968774, 0.470657], [-0.514830, -0.721051, 1.006368], [2.351827, 0.049076, -0.050778], [1.745798, 1.443700, 0.630464], [1.332261, 1.053973, -0.975034], [-2.469750, -0.414280, -1.324747], [-0.288499, -1.110805, 1.992915]], "forces_ev_per_angstrom": [[0.2, 0.1, 0.0], [-0.2, 0.1, -0.3], [-0.3, -0.3, 0.3], [-0.2, 0.0, -0.2], [0.2, 0.1, 0.0], [0.0, 0.0, 0.0], [-0.2, 0.0, 0.0], [-0.1, -0.2, 0.0], [0.5, 0.1, 0.2], [0.0, -0.1, 0.1], [0.1, 0.1, -0.2]]}

=====

{"formula": "C3H5N3", "method": "ωB97M-V with the def2-TZVPD basis set", "orbital_gap_ev": [7.16, 7.16], "charge": 0, "energy_ev": -7658.6487, "relative_energy_kj_mol": 367.30, "e_homo_ev": [-7.5, -7.5], "symbols": ["N", "C", "C", "N", "C", "N", "H", "H", "H", "H", "H"], "xyz": [[1.849593, -0.586554, -0.534285], [0.724461, -0.773022, -1.091461], [-0.316406, -0.107758, 1.636109], [-1.322969, 0.216039, 0.913050], [-1.147172, 0.730028, -0.341652], [-0.160746, 0.403410, -1.136132], [2.369905, -1.465452, -0.564396], [-0.515336, -0.634306, 2.570113], [0.719468, 0.130107, 1.379236], [-1.958491, 1.331458, -0.744693], [-0.242309, 0.756049, -2.085888]], "forces_ev_per_angstrom": [[-0.4, -0.2, -0.2], [0.5, 0.0, 0.3], [-0.1, 0.0, -0.1], [0.3, -0.1, 0.0], [0.3, 0.0, -0.1], [-0.3, 0.1, 0.1], [-0.1, 0.1, 0.0], [0.0, 0.1, -0.2], [-0.2, 0.1, 0.0], [0.2, -0.1, 0.1], [0.0, 0.0, 0.1]]}